No. 1
C5H13NO | wB97M-V/def2-TZVPD

Geometry (Å):
1 O -0.1549 1.8781 1.4953
2 N 0.5353 2.0517 -0.6339
3 C -0.2804 1.5469 0.3045
4 C 2.1373 -2.1959 -0.6247
5 C -2.6164 0.5826 -0.1287
6 C -1.1085 0.3212 0.0134
7 C 1.3279 -3.3916 -0.1171
8 H -2.8863 0.5495 -1.1781
9 H -0.9917 -0.3296 0.8804
10 H 1.9054 -1.2729 -0.0743
11 H 0.4840 -3.1680 0.5281
12 H 0.9506 2.9716 -0.4757
13 H 1.9416 -4.0537 0.5012
14 H 0.0860 2.1342 -1.5492
15 H -2.9444 1.5293 0.2967
16 H -0.6155 -0.1813 -0.8153
17 H 1.0324 -4.0278 -0.9496
18 H 1.9074 -2.0080 -1.6716
19 H 3.2006 -2.2932 -0.4445
20 H -3.2119 -0.1859 0.3588

Properties
E_HOMO (alpha / beta) = -14.55 / -14.55 eV
total charge = +1
relative energy (zero: lowest compared OMol25 entry of this formula, charge and spin) = 40.7 kcal/mol
molecular weight = 103.16 g mol⁻¹
multiplicity = 2
HOMO-LUMO gap (alpha / beta) = 9.78 / 5.35 eV

No. 2
C5H13NO2 | wB97M-V/def2-TZVPD

Geometry (Å):
1 O 0.5687 -3.1002 -1.3951
2 O -0.7671 -1.2437 2.8018
3 N -0.5403 0.1908 -1.7201
4 C 0.7637 0.4206 0.4136
5 C -0.3312 0.5818 -0.3367
6 C -1.5079 1.1779 0.2608
7 C -1.7643 2.4973 0.2474
8 C 2.1379 -0.1140 0.0113
9 H 2.3398 0.2117 -1.0252
10 H -0.8569 0.9897 -2.2259
11 H 0.3953 -0.0572 -2.0438
12 H -0.3126 -0.5139 2.4247
13 H -2.2530 0.6695 0.8870
14 H 0.7989 -2.2012 -1.6314
15 H 2.9098 0.1578 0.7271
16 H -0.3726 -3.1938 -1.2796
17 H 0.6787 0.6376 1.4680
18 H -1.0741 3.1511 -0.3965
19 H 2.2063 -1.2140 -0.0698
20 H -0.2890 -1.9612 2.3542
21 H -2.7300 2.9132 0.5283

Properties
E_HOMO (alpha / beta) = 0.90 / -5.16 eV
total charge = -1
relative energy (zero: lowest compared OMol25 entry of this formula, charge and spin) = 62.1 kcal/mol
molecular weight = 119.16 g mol⁻¹
multiplicity = 2
HOMO-LUMO gap (alpha / beta) = 3.01 / 8.80 eV

No. 3
C5H13NO2 | wB97M-V/def2-TZVPD

Geometry (Å):
1 O -1.4743 0.0791 -0.9431
2 O 0.6587 0.2623 -2.0874
3 N 1.2014 0.0568 1.4910
4 C 0.2581 -2.6845 -0.7331
5 C 1.1612 -0.6647 0.3268
6 C -1.0100 1.4251 1.4232
7 C 0.5535 -2.0213 0.4096
8 C -0.9589 2.5293 0.7232
9 H 0.6768 -0.0190 -0.4836
10 H -1.8815 1.1584 1.9507
11 H -1.6674 3.3450 0.6745
12 H 0.2730 -2.2046 -1.6787
13 H 0.4625 0.7930 -2.8331
14 H 2.1314 0.4264 1.5141
15 H 0.0862 -2.2447 1.3450
16 H -0.2219 -3.6264 -0.6730
17 H -0.4124 2.5651 -0.2321
18 H -1.3684 0.3810 -0.1031
19 H 2.1729 -0.6641 -0.0884
20 H -0.0158 0.8526 1.5469
21 H -0.6254 0.2550 -1.5492

Properties
E_HOMO = -9.10 eV
relative energy (zero: lowest compared OMol25 entry of this formula, charge and spin) = 242.6 kcal/mol
molecular weight = 119.16 g mol⁻¹
HOMO-LUMO gap = 5.61 eV